(1)
C37H44CuN4OS2 as an isolated structure, computed with ωB97M-V/def2-TZVPD.

Each line ends with the Löwdin spin population.
Element x y z (Å)
Cu -0.13 -0.30 -0.24  0.714
S -0.32 -5.75 -7.33  0.000
S 1.72 -0.46 1.47  0.016
O -2.73 -5.58 -6.22  0.000
N 1.13 2.08 1.99  0.001
N 2.02 0.84 3.76  0.002
N -0.67 1.59 -0.48  0.063
N -1.60 -0.43 1.18  0.029
C -0.20 -2.33 -5.20  -0.001
C -2.08 -6.06 -7.11  0.000
C 2.46 1.80 5.91  0.000
C -2.27 0.68 1.09  0.002
C -3.09 1.25 4.54  0.000
C 1.15 3.23 2.70  0.000
C 0.31 -2.74 -3.97  -0.001
C -2.80 -1.80 4.43  0.000
C -0.36 -3.24 -6.24  0.000
C 1.67 1.91 -2.24  0.001
C 0.67 -4.08 -3.80  -0.001
C -1.48 3.67 -0.80  0.003
C -0.03 -4.58 -6.04  -0.001
C -2.34 3.03 0.09  0.007
C -0.43 -3.52 0.32  0.011
C 1.62 0.89 2.47  0.004
C 1.61 3.19 3.98  0.001
C -0.11 3.04 -3.57  0.000
C 0.36 -1.81 -2.86  0.013
C -1.83 1.74 0.26  0.001
C -0.47 2.75 -1.15  0.011
C 0.60 3.00 -2.20  0.001
C -1.88 0.46 4.03  0.000
C 0.34 -1.04 -1.93  0.094
C 1.29 4.35 -1.96  0.000
C -2.79 -3.55 2.82  0.000
C -3.09 -3.11 4.09  0.002
C -2.25 -2.71 1.84  0.002
C -0.83 0.32 5.14  0.000
C -2.63 -2.67 -0.69  0.003
C -2.27 -0.92 3.50  0.003
C 0.50 -4.99 -4.82  0.000
C -2.03 -1.36 2.18  0.003
C 2.01 1.94 4.49  0.000
C -1.94 -3.35 0.50  0.001
C -2.65 -6.96 -8.18  0.000
C 0.70 4.48 2.02  0.000
H 1.90 4.61 -2.83  0.000
H -0.02 -4.15 1.12  0.001
H -0.84 3.85 -3.60  0.000
H -2.36 -3.18 -1.62  0.000
H -3.56 0.75 5.38  0.000
H -2.77 2.25 4.88  0.000
H 0.73 2.07 1.05  0.000
H -3.00 -1.46 5.44  0.000
H 2.19 1.82 -1.28  0.000
H -3.30 -7.70 -7.72  0.000
H 0.57 5.28 2.75  0.000
H 1.65 4.08 4.58  0.000
H 1.94 4.30 -1.09  0.000
H 1.25 0.94 -2.48  0.002
H -3.22 3.44 0.57  0.001
H -0.21 -3.98 -0.65  0.000
H -0.48 1.31 5.45  0.000
H -2.35 -4.36 0.55  0.000
H 2.42 2.16 -3.00  0.000
H -2.99 -4.59 2.55  0.000
H -0.64 2.10 -3.74  0.000
H 0.03 -0.25 4.77  0.000
H -1.24 -0.19 6.01  0.000
H -1.58 4.68 -1.18  0.001
H 1.08 -4.40 -2.85  0.000
H -3.21 0.80 1.62  0.000
H -3.84 1.39 3.76  0.000
H 3.54 1.64 5.93  0.000
H -1.42 1.05 3.24  0.000
H 0.61 3.19 -4.37  0.000
H 0.10 -2.57 0.35  0.007
H 2.22 2.68 6.50  0.000
H -2.35 -1.63 -0.81  0.003
H -0.76 -2.92 -7.19  0.000
H -0.25 4.32 1.49  0.000
H -3.72 -2.73 -0.58  0.000
H -0.47 -1.29 -5.34  0.000
H -3.26 -6.35 -8.85  0.000
H 1.44 4.79 1.29  0.000
H -3.52 -3.79 4.82  0.000
H 1.99 0.92 6.35  0.000
H -1.86 -7.44 -8.76  0.000
H 0.77 -6.03 -4.69  0.000
H 0.56 5.15 -1.81  0.000

Multiplicity: 2
Kohn-Sham gap (spin up / spin down) (eV): 7.6 / 6.7
E_LUMO (spin up / spin down) (eV): -0.19 / -1.09
HOMO level (spin up / spin down) (eV): -7.760 / -7.792
⟨S²⟩: 0.753


(2)
C37H44N4O2Ru as an isolated structure in a non-equilibrium geometry, computed with ωB97M-V/def2-TZVPD.

Each line ends with the Löwdin spin population.
Element x y z (Å)
Ru -0.13 0.09 0.18  0.818
O -7.48 0.15 -1.59  0.000
O -4.14 4.48 -4.03  0.000
N -0.32 -1.58 -1.06  0.016
N -2.75 -0.10 -0.01  0.065
N -1.09 1.57 -1.37  0.014
N 1.57 0.27 -1.18  0.015
C -7.04 0.25 -0.25  0.000
C 1.28 -0.38 -2.28  0.002
C 2.77 1.09 -1.32  0.000
C -2.18 3.41 -3.23  0.000
C 1.22 0.41 1.89  -0.010
C -2.32 0.44 3.02  0.004
C 1.34 4.51 -0.76  0.000
C 4.01 3.15 -1.03  0.000
C 0.28 -1.36 -2.29  0.001
C -2.98 2.69 -2.37  0.000
C -4.93 -0.95 0.50  0.002
C -5.54 0.11 -0.15  -0.002
C 0.02 1.10 2.24  0.015
C 2.61 0.95 1.99  -0.002
C 1.88 -2.06 1.43  -0.001
C -1.22 -2.96 -2.61  0.001
C -0.82 3.17 -3.16  0.000
C 1.72 3.16 -0.15  0.003
C 3.95 0.48 -1.85  0.001
C -0.33 2.28 -2.22  0.000
C -2.42 1.77 -1.48  0.003
C -3.33 0.89 -0.70  0.003
C 5.10 1.27 -1.96  0.000
C -0.47 -1.16 2.06  0.008
C 0.89 -0.96 1.67  -0.007
C 2.83 2.43 -0.88  0.001
C -0.25 -2.21 -3.26  -0.002
C -2.74 4.39 -4.22  0.000
C -1.01 0.10 2.40  0.033
C -4.71 1.04 -0.76  0.002
C 5.14 2.59 -1.57  0.001
C -0.15 2.52 2.67  0.002
C -3.55 -1.00 0.54  0.004
C 4.08 -1.96 -1.05  0.000
C 4.18 -0.98 -2.21  0.000
C -1.25 -2.53 -1.28  0.000
C -1.01 -2.53 2.31  0.001
H -3.02 -0.40 3.02  0.000
H -0.12 3.69 -3.80  0.000
H 3.54 -1.35 -3.01  0.000
H 3.14 1.00 1.04  -0.001
H -7.41 -0.77 -1.88  0.000
H 2.80 -1.66 1.02  0.000
H 5.99 0.80 -2.36  0.000
H -5.17 1.85 -1.30  0.000
H -0.96 3.01 2.12  0.001
H -7.53 -0.49 0.40  0.000
H -7.34 1.24 0.09  0.000
H 0.73 2.15 -2.16  0.000
H -1.82 -3.75 -3.03  0.000
H -2.50 4.03 -5.23  0.000
H 0.05 -2.27 -4.30  0.000
H -2.16 0.72 4.06  0.001
H -0.46 -2.96 3.15  0.000
H -4.04 2.82 -2.43  0.000
H -0.40 2.57 3.73  0.001
H -3.06 -1.82 1.05  0.000
H 0.87 2.48 -0.06  0.002
H -2.25 5.35 -4.08  0.000
H 3.05 -2.01 -0.69  0.000
H -4.51 5.06 -4.70  0.000
H -1.87 -2.90 -0.49  0.000
H -5.51 -1.73 0.98  0.000
H 1.14 4.44 -1.82  0.000
H 2.12 -2.53 2.39  -0.001
H 2.14 5.23 -0.62  0.000
H 2.06 3.33 0.87  0.000
H 1.49 -2.82 0.76  0.000
H -2.80 1.29 2.52  0.001
H 2.62 1.94 2.44  0.000
H 0.45 4.91 -0.27  0.000
H 1.81 -0.13 -3.20  0.001
H 6.06 3.16 -1.66  0.000
H 3.18 0.29 2.64  -0.001
H -0.86 -3.19 1.46  0.000
H 5.18 -1.02 -2.64  0.000
H 4.36 -2.96 -1.36  0.000
H 0.75 3.11 2.52  0.000
H 4.03 4.17 -0.67  0.000
H 4.72 -1.66 -0.22  0.000
H -2.06 -2.54 2.59  0.000

Multiplicity: 2
Kohn-Sham gap (spin up / spin down) (eV): 7.4 / 7.4
E_LUMO (spin up / spin down) (eV): -2.71 / -2.77
HOMO level (spin up / spin down) (eV): -10.115 / -10.144
Net charge: +1
⟨S²⟩: 0.756


(3)
C37H45AsNO8P2PdS4 as an isolated structure, computed with ωB97M-V/def2-TZVPD.

Each line ends with the Löwdin spin population.
Element x y z (Å)
Pd -0.19 -0.32 0.30  0.770
As -1.89 2.11 0.12  0.000
S 2.62 -0.36 0.36  0.062
S -2.92 -5.38 0.09  0.000
S -2.51 -1.36 0.82  0.033
S 0.27 -0.09 2.75  0.070
P -0.40 -0.29 -2.75  0.000
P 2.10 0.30 2.14  0.011
O -0.10 -1.71 -2.03  0.005
O -0.06 -0.29 -4.20  0.000
O 2.46 1.87 2.24  0.001
O 3.10 -0.22 3.31  0.005
O -2.45 -5.94 -1.15  0.000
O -2.99 -6.25 1.23  0.000
O -2.02 -0.27 -2.56  0.000
O 0.16 0.77 -1.86  0.019
N -2.12 -4.01 0.46  0.003
C 2.08 -2.19 -3.07  0.000
C -0.72 3.88 -1.96  0.000
C 0.78 -2.76 -2.51  0.000
C -6.57 2.63 -0.68  0.000
C -2.39 2.76 3.02  0.000
C 4.51 -0.09 3.11  0.003
C -0.46 6.25 -1.60  0.000
C -1.83 4.56 1.52  0.000
C -6.80 -4.32 -0.60  0.000
C -0.32 5.13 -2.42  0.000
C -4.33 -0.29 -2.92  0.000
C -6.08 1.69 0.21  0.000
C -5.69 3.45 -1.37  0.000
C 1.50 4.06 2.16  0.000
C -1.97 5.48 2.56  0.000
C -2.98 -0.19 -3.62  0.000
C -0.97 6.13 -0.32  0.000
C -5.44 -2.43 0.05  0.001
C -2.83 -1.34 -4.60  0.000
C 5.13 -1.47 3.11  0.001
C -2.31 5.03 3.83  0.000
C -6.67 -2.96 -0.32  0.000
C 1.05 -3.60 -1.27  -0.001
C -4.32 3.33 -1.17  0.000
C 0.02 -3.55 -3.56  0.000
C -2.51 3.67 4.06  0.000
C -3.82 2.39 -0.27  0.000
C -4.50 -4.62 -0.15  0.001
C -1.26 3.77 -0.69  0.000
C -4.36 -3.28 0.12  0.003
C -2.90 -2.95 0.47  0.010
C -5.71 -5.18 -0.52  0.000
C -2.06 3.21 1.75  0.000
C 1.78 2.79 1.38  0.000
C -2.85 1.16 -4.33  0.000
C -4.71 1.56 0.41  0.000
C -1.37 4.88 0.15  0.000
H -1.88 1.23 -4.82  0.000
H -5.80 -6.23 -0.74  0.000
H -1.04 7.00 0.32  0.000
H -3.64 1.28 -5.07  0.000
H -1.86 -1.29 -5.10  0.000
H 4.74 -2.05 2.27  0.001
H 1.06 4.82 1.50  0.000
H 4.89 -2.00 4.04  0.000
H -4.51 -1.31 -2.58  0.000
H 4.72 0.42 2.17  0.002
H -2.41 5.74 4.64  0.000
H -7.64 2.73 -0.84  0.000
H 2.62 -1.65 -2.29  0.000
H -5.31 -1.37 0.26  0.000
H -6.76 1.04 0.75  0.000
H -2.52 1.70 3.21  0.000
H -1.79 6.54 2.39  0.000
H -7.77 -4.72 -0.89  0.000
H -0.58 2.98 -2.56  0.000
H 4.90 0.52 3.93  0.000
H 0.60 -4.43 -3.86  0.000
H 6.22 -1.40 3.02  0.000
H 2.41 2.98 0.51  0.000
H -0.17 -2.93 -4.44  0.000
H -4.36 0.36 -2.05  0.000
H -3.63 -1.30 -5.34  0.000
H 0.14 -4.09 -0.92  0.000
H 1.89 -1.51 -3.90  0.000
H 1.80 -4.37 -1.51  0.000
H 2.43 4.46 2.57  0.000
H -6.06 4.18 -2.08  0.000
H -2.90 -2.29 -4.06  0.000
H 0.85 2.34 1.01  0.000
H 1.44 -2.97 -0.47  -0.001
H -5.14 0.00 -3.60  0.000
H 0.11 5.23 -3.41  0.000
H -3.64 3.97 -1.72  0.000
H -0.14 7.22 -1.96  0.000
H -4.33 0.80 1.07  0.000
H -0.93 -3.90 -3.15  0.000
H 2.70 -3.02 -3.41  0.000
H 0.81 3.86 2.98  0.000
H -2.76 3.33 5.06  0.000
H -7.54 -2.31 -0.39  0.000
H -2.94 1.97 -3.60  0.000

Multiplicity: 2
Kohn-Sham gap (spin up / spin down) (eV): 6.1 / 6.3
E_LUMO (spin up / spin down) (eV): 4.12 / 4.11
HOMO level (spin up / spin down) (eV): -1.954 / -2.215
Net charge: -2
⟨S²⟩: 0.754
Relative energy (zero: lowest compared OMol25 entry of this formula, charge and spin) (kcal/mol): 0.0


(4)
C37H45BCl4N12O3PRbSe as an isolated structure, computed with ωB97M-V/def2-TZVPD.

Each line ends with the Löwdin charge.
Element x y z (Å)
Rb 0.67 0.99 0.96  0.697
Se -3.33 0.07 5.64  1.073
Cl -0.36 3.37 -4.05  0.626
Cl 1.51 5.79 -4.83  0.577
Cl 3.46 7.00 -2.69  0.572
Cl 3.50 5.78 0.22  0.631
P -1.20 -2.55 -1.55  1.091
O -0.01 2.47 -1.30  -0.219
O 1.68 3.53 0.60  -0.300
O 6.41 0.92 2.27  0.002
N -1.76 0.14 4.84  -0.199
N -3.87 -1.41 4.81  -0.235
N 4.53 0.65 1.03  0.074
N 3.08 1.08 -1.24  0.111
N -0.62 -1.11 3.21  0.129
N -3.05 4.89 5.60  0.121
N -3.11 3.27 3.97  0.143
N -2.43 0.80 1.45  0.113
N 0.50 4.49 2.71  0.193
N -1.24 4.71 4.20  0.162
N 2.34 -1.66 0.79  0.076
N -1.25 3.01 2.53  0.174
C -5.15 0.36 1.78  -0.069
C 2.39 5.14 -0.97  -0.620
C -4.41 -0.44 0.93  -0.059
C 1.13 -4.00 -1.74  -0.129
C -2.89 -2.88 3.13  -0.020
C -2.06 -4.96 -3.04  -0.115
C 4.52 2.85 -1.93  -0.024
C -3.05 -0.18 0.80  -0.139
C -0.67 4.07 3.15  -0.421
C -2.44 2.69 2.96  -0.316
C -1.38 -0.03 -2.64  -0.129
C 2.38 -2.76 1.16  -0.308
C 1.61 4.06 -0.59  -0.416
C -3.50 -4.02 -1.21  -0.140
C -2.89 -1.74 4.00  -0.410
C 4.05 1.96 -0.97  -0.264
C -1.79 -3.07 2.37  -0.040
C 5.32 -1.21 2.35  -0.008
C -0.68 -2.15 2.44  -0.124
C 2.56 1.07 -2.46  -0.130
C 0.61 -2.76 -3.87  -0.111
C 0.69 3.48 -1.58  -0.465
C 0.69 4.09 -2.85  -0.622
C -2.43 4.26 4.55  -0.479
C -2.17 -1.34 -2.58  -0.551
C -1.72 -0.89 4.01  -0.466
C 5.48 0.22 1.89  -0.546
C 4.55 1.98 0.45  -0.108
C -2.69 -1.73 -3.97  -0.112
C -2.07 -4.20 -1.72  -0.556
C 2.96 1.92 -3.47  -0.067
C 3.97 2.84 -3.19  -0.066
C -3.15 1.57 2.26  -0.224
C 0.47 -2.76 -2.34  -0.542
C 2.38 5.69 -2.27  -0.754
C -4.52 1.38 2.47  -0.039
C 1.52 5.16 -3.21  -0.749
B 2.43 -4.26 1.69  -0.465
H -4.10 -3.43 -1.91  0.064
H -1.04 -5.21 -3.36  0.049
H -0.51 -0.11 -3.28  0.059
H 2.21 -3.98 -1.91  0.087
H 5.51 -1.90 1.52  0.085
H -2.53 -4.40 -3.85  0.054
H -1.89 -2.06 -4.63  0.059
H -2.43 -0.81 0.17  0.053
H -1.71 -3.90 1.68  0.099
H 0.95 4.12 1.82  0.052
H -6.22 0.19 1.92  0.102
H 0.29 -1.82 -4.31  0.054
H 5.56 2.36 0.50  0.119
H -3.05 -1.15 -1.96  0.077
H 0.18 -2.33 1.80  0.059
H 2.47 1.90 -4.43  0.098
H -3.99 -4.99 -1.09  0.072
H -1.54 -4.81 -0.99  0.091
H 3.89 2.66 1.01  0.115
H -3.52 -3.51 -0.24  0.048
H 0.74 -4.92 -2.18  0.065
H -2.60 -5.91 -2.93  0.071
H 4.30 -1.41 2.69  0.064
H -3.16 -0.86 -4.43  0.076
H 1.75 0.36 -2.63  0.094
H 1.66 -2.90 -4.13  0.078
H 6.03 -1.40 3.15  0.072
H 3.80 0.01 0.73  0.062
H 3.04 -4.93 0.88  -0.005
H -3.44 -2.52 -3.92  0.048
H -2.44 5.41 6.21  0.081
H 2.97 -4.26 2.78  -0.008
H -5.04 2.03 3.15  0.098
H 4.29 3.55 -3.94  0.108
H 0.99 -4.06 -0.66  0.035
H 0.89 5.30 3.17  0.103
H -3.75 -3.53 3.10  0.112
H -1.03 0.31 -1.66  0.042
H -3.78 4.35 6.04  0.078
H -2.00 0.78 -3.03  0.077
H 0.04 -3.56 -4.33  0.057
H -4.86 -1.26 0.38  0.097
H 1.02 -1.90 -1.96  0.082
H 5.29 3.57 -1.65  0.113
H 1.27 -4.65 1.78  -0.008

Kohn-Sham gap (eV): 4.1
E_LUMO (eV): 2.78
HOMO level (eV): -1.336
Net charge: -2
Relative energy (zero: lowest compared OMol25 entry of this formula, charge and spin) (kcal/mol): 6.5


(5)
C37H45BCl4N12O3PRbSe as an isolated structure, computed with ωB97M-V/def2-TZVPD.

Each line ends with the Löwdin charge.
Element x y z (Å)
Rb -0.97 0.55 0.38  0.644
Se 4.91 2.86 -1.42  1.069
Cl -3.25 -4.53 -1.10  0.618
Cl -4.19 -4.90 -4.08  0.571
Cl -3.54 0.43 -4.90  0.613
Cl -4.32 -2.42 -6.00  0.566
P 2.03 -1.60 -0.29  1.083
O -1.24 3.18 -0.55  -0.063
O -2.68 0.41 -2.10  -0.238
O -2.41 -1.75 -0.48  -0.214
N 3.21 2.53 -1.02  -0.206
N -6.08 0.20 1.47  0.168
N -3.92 1.23 1.44  0.174
N -5.06 0.90 3.49  0.158
N -7.14 -0.10 3.49  0.116
N -2.20 2.89 2.82  0.136
N 5.46 2.84 0.28  -0.244
N 1.95 2.10 0.91  0.147
N -0.11 0.08 3.33  0.058
N -1.03 3.71 -2.76  0.069
N -4.93 0.52 -0.49  0.202
N 0.08 1.04 -2.70  0.142
C 0.41 -3.79 -0.62  -0.123
C -3.74 -3.32 -3.50  -0.743
C 3.18 -1.21 2.18  -0.122
C -4.98 0.64 0.83  -0.421
C -3.29 -3.15 -2.18  -0.617
C -1.75 3.39 -1.64  -0.547
C -2.93 2.01 3.50  -0.227
C 0.01 -0.18 -3.22  -0.141
C -1.22 3.51 3.47  -0.153
C 2.00 2.02 2.20  -0.126
C -2.71 1.71 4.84  -0.021
C 4.39 2.57 1.00  -0.411
C 0.36 -0.32 4.31  -0.284
C -3.01 -0.75 -2.55  -0.473
C -6.04 0.34 2.78  -0.476
C -2.88 -1.91 -1.65  -0.485
C 1.04 0.53 -5.25  -0.080
C 3.49 -3.07 -2.40  -0.110
C 0.58 2.02 -3.44  -0.275
C 4.38 2.44 2.43  -0.017
C -3.81 -2.24 -4.35  -0.749
C 0.47 -0.48 -4.50  -0.057
C -4.04 1.33 2.75  -0.288
C -3.23 3.29 -1.86  -0.006
C 0.39 3.40 -2.86  -0.130
C -0.92 3.27 4.80  -0.077
C 3.19 2.17 3.01  -0.027
C 4.88 -1.90 0.46  -0.111
C 2.53 -4.36 0.64  -0.115
C -1.68 2.35 5.50  -0.071
C 2.64 -1.85 -2.04  -0.543
C 1.10 1.81 -4.71  -0.036
C 3.13 2.40 0.28  -0.456
C 3.31 -0.56 -2.50  -0.141
C -3.45 -0.97 -3.85  -0.614
C 3.56 -1.18 0.70  -0.537
C 1.50 -3.27 0.33  -0.537
B 1.11 -0.80 5.63  -0.473
H 1.60 -1.89 5.42  -0.015
H 2.22 -0.73 2.37  0.041
H -0.64 4.22 2.89  0.106
H 3.20 -4.06 1.45  0.048
H 5.63 -1.53 1.16  0.074
H -1.45 2.10 6.53  0.106
H 2.95 -4.01 -2.23  0.052
H 4.28 -0.42 -2.03  0.051
H 1.00 -3.02 1.27  0.105
H -7.67 -0.80 3.01  0.081
H -0.40 -3.06 -0.74  0.048
H -3.42 2.40 -2.45  0.053
H 3.72 -0.12 0.43  0.068
H 2.70 0.31 -2.29  0.039
H 4.42 -3.11 -1.83  0.053
H 3.14 -4.62 -0.22  0.054
H 3.48 -0.60 -3.58  0.075
H 5.30 2.54 2.98  0.112
H 0.88 4.16 -3.49  0.110
H 0.31 -0.85 6.54  -0.019
H 0.82 3.45 -1.86  0.097
H -4.02 0.54 -1.00  0.066
H -3.63 4.17 -2.37  0.076
H 2.00 -5.26 0.96  0.074
H 0.37 -1.49 -4.88  0.113
H 1.42 0.33 -6.24  0.099
H 4.80 -2.98 0.61  0.056
H 3.94 -0.71 2.78  0.077
H -3.72 3.16 -0.89  0.076
H 3.11 -2.24 2.55  0.071
H -1.55 3.58 -3.62  0.134
H -3.33 0.98 5.32  0.105
H 1.50 2.64 -5.28  0.099
H -0.44 -0.94 -2.59  0.107
H 1.08 1.78 2.72  0.056
H -6.94 -0.29 4.46  0.080
H 1.98 0.03 5.86  -0.019
H 0.81 -4.05 -1.60  0.068
H 3.75 -3.03 -3.46  0.073
H -5.65 -0.07 -0.89  0.112
H 3.08 2.02 4.07  0.110
H 1.70 -1.93 -2.60  0.064
H -0.09 3.78 5.27  0.096
H 5.27 -1.75 -0.55  0.049
H -0.05 -4.69 -0.20  0.072

Kohn-Sham gap (eV): 3.8
E_LUMO (eV): 2.65
HOMO level (eV): -1.182
Net charge: -2
Relative energy (zero: lowest compared OMol25 entry of this formula, charge and spin) (kcal/mol): 22.4